A 2-piece molecular cluster, C2H5N3 overall, computed with ωB97M-V/def2-TZVPD.

The geometry in XYZ format:
```
10
C2H5N3 | the OMol25 dataset | ωB97M-V/def2-TZVPD
C -2.33975 0.10500 -0.37979
C 1.89183 -0.90916 -1.01446
N -1.54381 -0.03162 0.58658
N 1.01672 -0.88569 -0.14693
N -0.73643 -0.08193 1.37520
H -1.89655 -0.10215 -1.24813
H -3.44662 0.25428 -0.30217
H 1.52316 -1.22775 -1.97376
H 2.90179 -0.43898 -0.98913
H 1.03666 -0.40114 0.74614
```

Calculated values
**Lowest unoccupied orbital energy**: 0.042 Eh
**Orbital gap**: 9.66 eV
**Molecular weight**: 71.1 Da
**Spin multiplicity**: 1
**Energy relative to the best compared isomer or geometry (same formula, charge and spin)**: 3.322 eV
**Charge**: 0
**Max |F|**: 0.0757 hartree/bohr